{
  "formula": "C48H87IN3O13S5",
  "method": "ωB97M-V/def2-TZVPD",
  "elements": ["C", "C", "C", "O", "O", "C", "C", "C", "C", "C", "C", "C", "C", "I", "N", "C", "C", "C", "C", "C", "C", "C", "N", "C", "C", "C", "C", "C", "O", "C", "C", "C", "N", "C", "C", "H", "H", "H", "H", "H", "H", "H", "H", "H", "H", "H", "H", "H", "H", "H", "H", "H", "H", "H", "H", "H", "H", "H", "H", "H", "H", "H", "H", "H", "H", "H", "H", "H", "H", "H", "H", "H", "H", "H", "H", "H", "H", "H", "H", "H", "H", "H", "C", "C", "C", "S", "O", "O", "C", "H", "H", "H", "H", "H", "H", "H", "H", "C", "C", "C", "S", "O", "O", "C", "H", "H", "H", "H", "H", "H", "H", "H", "C", "C", "C", "S", "O", "O", "C", "H", "H", "H", "H", "H", "H", "H", "H", "C", "C", "C", "S", "O", "O", "C", "H", "H", "H", "H", "H", "H", "H", "H", "C", "C", "C", "S", "O", "O", "C", "H", "H", "H", "H", "H", "H", "H", "H"],
  "positions_angstrom": [[-2.7197, -6.6992, 4.6092], [-1.5449, -5.7923, 4.4090], [-1.2133, -4.4730, 5.3713], [-1.6061, -4.5805, 6.6531], [-0.4921, -3.2930, 4.8134], [-0.5894, -2.1765, 5.8063], [-0.0667, -0.7460, 5.1934], [1.6026, -0.6842, 5.2475], [2.0605, -0.1632, 3.7443], [2.0033, -1.4664, 2.7273], [2.5284, -1.0091, 1.2489], [1.3937, -1.1374, 0.0361], [0.3097, 0.0274, 0.2855], [0.9920, 1.7854, -0.8963], [-1.1504, -0.2890, 0.1552], [-1.7710, -0.1532, -1.2051], [-2.9276, -1.2686, -1.5838], [-2.5996, 1.3024, -1.2602], [-2.8177, 1.8704, -2.7802], [-1.5217, 2.6197, -3.4444], [-1.4138, -1.5641, 0.9099], [-0.6234, -2.9089, 0.3314], [-0.8234, -3.9515, 1.4036], [0.8595, -2.6578, -0.2376], [0.7043, -2.7846, -1.9045], [0.4497, -4.3684, -2.3834], [-0.7589, -4.5270, -3.4806], [-2.0668, -5.3625, -2.8596], [-2.4008, -6.4558, -3.7979], [2.0732, -3.6624, 0.1501], [3.3874, -3.8034, -0.8585], [4.5977, -4.7784, -0.4627], [4.8145, -5.6607, 0.7152], [3.6426, -5.4643, 1.6089], [2.3207, -4.5731, 1.4592], [-2.7180, -7.3935, 5.5629], [-3.5662, -6.7286, 3.8017], [-0.8064, -6.0220, 3.5294], [0.1051, -2.4277, 6.7292], [-1.7203, -2.0343, 6.0878], [-0.3809, -0.6825, 4.0623], [-0.4836, 0.2063, 5.7318], [2.0697, -1.7594, 5.4677], [1.9884, 0.0808, 6.0785], [3.2073, 0.1457, 3.8255], [1.4572, 0.7592, 3.3521], [2.8203, -2.2268, 3.1521], [0.9897, -2.0499, 2.7481], [3.5817, -1.4672, 0.9360], [2.7371, 0.1650, 1.3260], [2.0086, -0.8288, -0.9418], [0.4482, 0.4092, 1.4102], [-1.6365, 0.4615, 0.7411], [-1.0044, -0.1806, -2.1119], [-2.4648, -2.2449, -2.0920], [-3.5899, -0.7832, -2.4514], [-3.6777, -1.5064, -0.7183], [-2.0585, 2.1423, -0.6436], [-3.6863, 1.0750, -0.8215], [-3.6998, 2.6744, -2.7566], [-3.1640, 1.0429, -3.5636], [-1.1232, 3.5151, -2.8017], [-0.6427, 1.8139, -3.5004], [-1.7108, 2.9292, -4.5819], [-0.9475, -1.3986, 1.9980], [-2.5672, -1.7762, 1.1305], [-1.3320, -3.2856, -0.5556], [-1.8266, -3.8765, 1.7467], [-0.6953, -4.9050, 0.9902], [1.5854, -2.2908, -2.4878], [-0.2812, -2.2276, -2.2856], [1.4627, -4.8020, -2.7970], [0.1832, -5.0386, -1.4330], [-0.3376, -5.1786, -4.3852], [-1.1560, -3.4922, -3.9157], [-1.8571, -5.7927, -1.7921], [-2.9917, -4.6402, -2.8249], [-2.8125, -7.1709, -3.2020], [3.4586, -3.1914, -1.8693], [5.5033, -4.8196, -1.2434], [3.7180, -6.0959, 2.6221], [1.5262, -4.5504, 2.3197], [-3.8982, 0.5857, -8.8034], [-2.8620, 1.6767, -9.0689], [-2.2233, 2.0386, -7.7290], [-2.3310, 0.5735, -6.7124], [-3.2150, 0.8490, -5.5994], [-1.0036, 0.0210, -6.5301], [-3.2102, -0.4250, -7.8980], [-4.2468, 0.1224, -9.7310], [-4.7670, 1.0175, -8.2924], [-2.0944, 1.2923, -9.7516], [-3.3115, 2.5553, -9.5421], [-1.1746, 2.3226, -7.8469], [-2.7724, 2.8402, -7.2275], [-3.9091, -1.0870, -7.3839], [-2.4727, -1.0128, -8.4527], [3.4448, 0.4584, -4.8118], [4.0611, 1.8157, -4.4764], [4.0345, 2.6588, -5.7502], [2.6513, 2.0660, -6.7130], [3.1597, 1.4642, -7.9277], [1.6107, 3.0748, -6.7240], [2.1759, 0.7634, -5.5937], [3.2315, -0.1245, -3.9111], [4.1393, -0.1195, -5.4333], [3.4636, 2.3051, -3.6977], [5.0807, 1.7134, -4.0919], [3.8941, 3.7196, -5.5277], [4.9436, 2.5193, -6.3416], [1.8009, -0.0937, -6.1555], [1.3934, 1.1555, -4.9371], [-6.1755, -2.5370, 6.3701], [-6.5591, -2.1387, 7.7945], [-5.5122, -1.1424, 8.2899], [-4.8846, -0.3134, 6.8371], [-3.4902, -0.6663, 6.6718], [-5.3417, 1.0619, 6.8380], [-5.8447, -1.2364, 5.6532], [-6.9829, -3.0783, 5.8684], [-5.2935, -3.1881, 6.3931], [-7.5470, -1.6623, 7.7864], [-6.6200, -3.0089, 8.4555], [-5.9481, -0.4052, 8.9689], [-4.6760, -1.6502, 8.7782], [-5.2681, -1.3847, 4.7386], [-6.7517, -0.6635, 5.4384], [3.0434, 4.9549, 7.3477], [3.9179, 4.3770, 8.4594], [3.9417, 2.8597, 8.2823], [3.6925, 2.5561, 6.5395], [2.4240, 1.8800, 6.3665], [4.9236, 2.0549, 5.9620], [3.4912, 4.2630, 6.0689], [3.1457, 6.0415, 7.2738], [1.9900, 4.7263, 7.5495], [4.9357, 4.7752, 8.3670], [3.5465, 4.6530, 9.4513], [4.8993, 2.4336, 8.5920], [3.1258, 2.3800, 8.8300], [2.7640, 4.3442, 5.2592], [4.4654, 4.6364, 5.7395], [1.8413, 8.3209, -4.8110], [3.3544, 8.4021, -4.6141], [3.6948, 7.6182, -3.3477], [2.4317, 6.3659, -3.1805], [1.6595, 6.6469, -1.9885], [3.0139, 5.0640, -3.4385], [1.4760, 6.8589, -4.6015], [1.5414, 8.6720, -5.8026], [1.3372, 8.9449, -4.0633], [3.8591, 7.9484, -5.4757], [3.6979, 9.4387, -4.5411], [4.6741, 7.1387, -3.4225], [3.6591, 8.2562, -2.4604], [0.4130, 6.7050, -4.4086], [1.7978, 6.2472, -5.4497]],
  "atomic_forces_ev_per_a": [[2.6, 1.6, 0.4], [-1.0, 0.1, -0.2], [-0.5, -2.1, 5.6], [2.2, 1.4, -7.7], [-2.4, -2.5, 2.1], [-0.4, 1.8, 1.1], [1.3, -0.9, -0.4], [-0.5, 0.6, -0.6], [1.3, -1.4, 0.9], [1.6, 0.1, 0.4], [-0.2, 1.3, -0.1], [2.0, 0.1, -0.5], [2.3, 0.7, 2.0], [-0.4, -0.8, 0.8], [-1.0, 0.6, 0.9], [-2.5, 0.7, -3.5], [-0.1, 0.0, -1.2], [-0.3, -0.1, -0.4], [-0.5, 0.7, -0.8], [0.7, -1.2, -0.3], [0.9, -2.2, 2.7], [-2.7, -0.4, -0.9], [-0.6, 0.4, -0.4], [0.7, 0.4, -1.5], [-1.3, -0.7, -0.5], [0.3, 0.2, 0.4], [-0.2, -0.8, -0.2], [0.2, 0.8, -0.7], [-0.4, -0.4, 2.8], [4.6, -3.1, 0.8], [-0.4, -1.8, 3.1], [-1.0, 0.5, 0.1], [-6.3, 4.8, -1.0], [-0.2, 0.5, -0.7], [1.7, 0.7, -2.8], [-1.1, 2.5, -1.4], [2.4, -1.1, 1.0], [-2.2, 1.5, 0.8], [-1.8, 0.4, -1.8], [2.4, -0.5, -0.3], [0.4, -0.1, 2.1], [0.5, -2.2, -0.8], [-1.1, 2.3, -0.7], [-1.1, -2.1, -2.1], [-2.4, -0.5, -0.4], [0.9, -1.7, 0.9], [-1.9, 1.6, -0.9], [1.7, 1.2, -0.2], [-2.6, 0.7, 0.6], [-0.4, -2.4, -0.2], [-1.5, -0.8, 2.1], [-0.4, -1.0, -2.5], [0.7, -1.1, -1.0], [-1.2, 0.1, 2.4], [-1.0, 2.0, 1.5], [1.6, -0.9, 2.0], [1.6, 0.3, -1.6], [-1.0, -1.7, -1.0], [2.4, 0.6, -0.7], [1.8, -1.8, 0.2], [0.8, 1.7, 2.1], [-0.9, -1.6, -1.3], [-1.8, 1.8, 0.1], [0.2, -0.5, 2.7], [-1.0, -0.2, -2.3], [2.6, 0.6, -1.0], [1.9, 1.1, 1.4], [1.7, -0.3, -0.6], [-0.2, 1.2, 0.5], [-1.5, -1.0, 1.3], [2.2, -0.9, 1.1], [-2.1, 0.9, 0.8], [0.6, 1.5, -2.0], [-1.1, 1.5, 1.9], [1.1, -2.2, 1.0], [-0.2, 0.9, -1.9], [1.7, -1.3, 0.2], [0.9, 1.5, -1.6], [-0.1, -1.5, 2.4], [-2.3, 0.1, 1.9], [-0.2, 1.6, -2.5], [1.8, -0.2, -1.8], [-0.3, 0.1, -0.1], [0.0, 0.0, -0.4], [0.2, 0.6, -0.2], [0.4, -0.2, -0.6], [0.2, -0.2, 0.0], [-0.4, 0.1, 0.5], [-0.3, -0.4, -0.3], [0.0, 0.1, 0.2], [0.1, -0.1, -0.1], [-0.1, 0.1, 0.1], [0.1, -0.1, 0.1], [-0.1, -0.1, 0.3], [0.1, -0.2, 0.0], [0.2, 0.1, 0.1], [0.0, 0.1, 0.2], [0.2, -0.1, 0.0], [0.1, 0.0, 0.4], [0.5, 0.4, 0.3], [-0.1, 0.0, -0.1], [-0.4, 0.4, 0.2], [0.2, -0.2, -0.4], [-0.2, -0.5, 0.3], [0.0, 0.0, -0.1], [-0.1, 0.0, 0.1], [0.1, 0.0, -0.1], [-0.2, 0.1, -0.1], [-0.1, -0.2, -0.1], [-0.2, 0.0, 0.0], [-0.1, 0.3, -0.1], [0.0, 0.0, -0.2], [0.0, -0.3, 0.0], [-0.3, -0.2, 0.1], [-0.1, -0.2, 0.6], [-0.3, 0.5, 0.1], [-0.2, 0.3, -0.1], [0.6, -0.5, -0.1], [-0.3, -0.3, -0.4], [0.1, 0.1, 0.1], [-0.1, 0.1, 0.0], [0.1, -0.1, 0.0], [0.0, 0.2, -0.1], [0.3, 0.0, -0.2], [0.0, 0.2, -0.2], [0.0, 0.2, 0.1], [0.2, 0.0, 0.1], [-0.2, 0.2, 0.1], [0.2, 0.3, 0.2], [0.1, -0.1, 0.7], [0.7, 0.2, -0.1], [0.4, 0.4, 0.0], [-0.7, -0.2, 0.0], [-0.1, 0.5, -0.2], [0.0, -0.2, 0.0], [0.1, 0.1, -0.1], [-0.2, -0.1, 0.0], [0.1, -0.1, -0.2], [-0.2, -0.1, -0.2], [0.1, 0.0, -0.2], [0.1, -0.2, 0.0], [-0.1, -0.2, 0.0], [-0.1, 0.3, 0.0], [0.2, 0.2, -0.3], [0.6, 0.4, 0.1], [-0.1, 0.0, -0.1], [0.3, -0.5, -0.2], [-0.2, 0.0, 0.4], [-0.3, 0.1, -0.4], [0.0, -0.1, 0.2], [0.0, -0.1, -0.1], [-0.1, 0.1, 0.1], [0.0, -0.2, 0.0], [-0.2, 0.0, 0.2], [-0.1, -0.2, -0.1], [0.2, -0.1, 0.1], [0.0, 0.0, 0.2]],
  "mulliken_charge": [-0.54, -0.35, 0.59, -0.58, -0.05, -0.41, 0.02, -0.33, -0.61, 0.92, -1.20, 0.42, -1.59, 0.42, 0.75, 0.43, -0.86, -0.70, -0.29, -0.19, -0.75, 0.06, -0.07, 2.10, -0.11, -0.51, -0.26, -0.25, -0.54, -0.66, -0.40, -0.26, -0.48, -0.35, -0.25, 0.25, 0.22, 0.29, 0.31, 0.17, -0.37, 0.40, 0.33, 0.23, 0.29, 0.02, 0.45, -0.78, 0.30, 0.45, 0.12, 0.35, 0.67, 0.03, -0.22, 0.46, 0.27, 0.34, 0.28, 0.35, 0.07, 0.36, -0.47, 0.15, -0.57, 0.63, -0.31, 0.39, 0.43, -0.07, -0.32, 0.47, 0.10, 0.37, 0.10, 0.25, 0.12, 0.35, 0.13, 0.28, 0.30, 0.21, -0.56, -0.71, -0.48, 1.21, -0.75, -0.67, -0.78, 0.37, 0.27, 0.31, 0.34, 0.22, 0.39, 0.42, 0.35, -0.46, -0.45, -0.58, 1.14, -0.71, -0.61, 0.06, -0.07, 0.40, 0.06, 0.45, 0.18, 0.38, 0.49, -0.29, -0.48, -0.64, -0.63, 1.03, -0.57, -0.71, -0.61, 0.34, 0.23, 0.31, 0.33, 0.32, 0.37, 0.30, 0.34, -0.55, -0.58, -0.71, 1.27, -0.75, -0.77, -0.75, 0.36, 0.27, 0.29, 0.32, 0.35, 0.35, 0.39, 0.37, -0.65, -0.62, -0.64, 1.08, -0.71, -0.55, -0.54, 0.35, 0.31, 0.29, 0.32, 0.33, 0.35, 0.39, 0.28],
  "orbital_gap_ev": 7.46,
  "lumo_energy_ev": -2.9,
  "total_charge": 1,
  "homo_energy_ev": -10.3128
}